DFT (ωB97M-V/def2-TZVPD) results for C52H94MgN12O2 as an isolated structure in a non-equilibrium geometry.

Output
Frontier orbital gap, eV: 7.611
E, eV: -82866.4240
HOMO level, eV: -7.9

Geometry as ORCA input:
```
! RIJCOSX wB97M-V def2-TZVPD def2/J DEFGRID3
* xyz 0 1
Mg -0.989 2.343 1.893
C -0.051 -0.905 0.175
C 0.087 0.540 -0.385
C 0.171 0.642 -1.938
O -0.784 1.509 0.121
H -0.180 -1.048 1.247
H 0.870 -1.409 -0.117
H -0.907 -1.326 -0.352
H 1.035 0.823 0.072
H 0.574 1.618 -2.208
H -0.768 0.662 -2.492
H 0.825 -0.104 -2.388
C -0.659 -0.087 4.297
O -0.966 0.970 3.394
H 0.382 0.121 4.543
H -1.402 0.044 5.084
H -0.778 -1.051 3.802
C 5.245 -2.830 -6.408
C 4.123 -2.109 -5.615
C 2.779 -2.808 -5.532
C 2.161 -2.772 -6.833
N 1.635 -2.811 -7.886
H 5.030 -3.127 -7.435
H 5.486 -3.817 -6.013
H 6.164 -2.245 -6.455
H 3.955 -1.128 -6.059
H 4.538 -1.848 -4.641
H 2.060 -2.376 -4.835
H 2.952 -3.817 -5.160
C 3.324 -3.215 -1.247
C 4.813 -2.906 -1.080
C 5.603 -3.832 -0.211
C 5.574 -5.244 -0.599
N 5.520 -6.367 -0.934
H 2.771 -3.577 -0.381
H 3.125 -3.993 -1.985
H 2.792 -2.385 -1.711
H 4.908 -1.914 -0.638
H 5.210 -2.805 -2.090
H 5.273 -3.756 0.825
H 6.668 -3.606 -0.268
C -1.756 2.867 -6.066
C -0.764 2.224 -5.012
C 0.090 1.035 -5.559
C 0.900 1.318 -6.780
N 1.497 1.488 -7.753
H -2.255 3.722 -5.609
H -2.482 2.130 -6.410
H -1.327 3.222 -7.003
H -1.260 1.975 -4.073
H -0.030 2.951 -4.666
H -0.532 0.166 -5.774
H 0.808 0.761 -4.786
C 0.995 7.691 2.279
C -0.636 7.692 2.296
C -1.451 6.946 1.211
C -1.134 5.523 1.182
N -0.965 4.383 1.232
H 1.232 8.447 3.028
H 1.341 7.961 1.281
H 1.338 6.711 2.611
H -0.967 8.730 2.316
H -0.969 7.326 3.268
H -1.155 7.335 0.236
H -2.528 7.069 1.327
C 0.181 5.873 -2.234
C 1.305 5.372 -1.222
C 2.667 5.260 -2.053
C 2.639 4.514 -3.264
N 2.738 3.818 -4.164
H 0.196 5.227 -3.112
H 0.235 6.927 -2.508
H -0.779 5.624 -1.782
H 1.099 4.332 -0.968
H 1.326 5.853 -0.244
H 3.441 4.868 -1.394
H 3.044 6.271 -2.203
C 3.060 -1.590 2.105
C 2.578 -2.124 3.477
C 1.463 -3.096 3.140
C 1.914 -4.398 2.520
N 2.170 -5.423 2.085
H 3.665 -0.712 2.330
H 2.183 -1.346 1.506
H 3.670 -2.318 1.569
H 2.223 -1.376 4.187
H 3.401 -2.689 3.914
H 0.688 -2.715 2.475
H 0.930 -3.380 4.047
C 1.095 -5.942 -1.238
C -0.326 -5.228 -1.166
C -0.424 -4.052 -2.110
C -1.745 -3.541 -2.273
N -2.858 -3.191 -2.396
H 1.048 -7.010 -1.022
H 1.826 -5.634 -0.490
H 1.437 -5.847 -2.268
H -0.453 -4.976 -0.113
H -0.989 -6.006 -1.545
H -0.062 -4.275 -3.114
H 0.273 -3.290 -1.762
C -5.941 0.654 4.168
C -4.944 1.673 4.760
C -4.717 2.935 3.989
C -3.804 2.781 2.812
N -3.081 2.709 1.909
H -5.696 -0.389 4.366
H -6.210 0.712 3.113
H -6.872 0.884 4.686
H -4.049 1.059 4.865
H -5.094 2.043 5.774
H -4.174 3.754 4.461
H -5.680 3.368 3.720
C 3.995 4.942 3.476
C 4.003 3.473 3.898
C 3.521 2.558 2.819
C 2.117 2.634 2.496
N 1.008 2.765 2.247
H 3.028 5.278 3.101
H 4.792 5.158 2.763
H 4.301 5.661 4.236
H 3.394 3.356 4.794
H 4.999 3.209 4.253
H 3.705 1.527 3.118
H 4.172 2.726 1.961
C -4.577 0.433 -3.154
C -4.565 1.946 -2.759
C -3.455 2.291 -1.738
C -3.442 3.688 -1.182
N -3.389 4.785 -0.816
H -5.218 0.159 -3.992
H -4.934 -0.092 -2.268
H -3.613 0.025 -3.457
H -5.587 2.109 -2.417
H -4.357 2.567 -3.631
H -2.491 2.174 -2.233
H -3.493 1.637 -0.867
C -4.996 -0.951 0.495
C -3.698 -0.912 1.229
C -3.070 -2.320 1.471
C -3.801 -3.145 2.422
N -4.403 -3.760 3.214
H -5.315 0.057 0.229
H -5.725 -1.431 1.148
H -5.026 -1.541 -0.421
H -3.857 -0.347 2.148
H -3.031 -0.305 0.616
H -2.076 -2.074 1.842
H -3.058 -2.844 0.515
C -1.269 -5.768 3.193
C -2.157 -6.461 4.244
C -1.372 -6.817 5.492
C -0.614 -8.126 5.476
N 0.047 -9.046 5.427
H -0.327 -6.234 2.902
H -0.881 -4.812 3.546
H -1.794 -5.592 2.254
H -2.468 -7.402 3.789
H -3.055 -5.853 4.347
H -2.077 -6.949 6.313
H -0.643 -6.066 5.796
*
```



DFT (ωB97M-V/def2-TZVPD) results for a 13-piece molecular cluster, C52H94O23 overall in a non-equilibrium geometry.

Output
ΔE to the lowest compared entry with this formula, charge and spin, kJ/mol: 128.7
Frontier orbital gap, eV: 9.417
E, eV: -102534.4178
HOMO level, eV: -9.4

Geometry as ORCA input:
```
! RIJCOSX wB97M-V def2-TZVPD def2/J DEFGRID3
* xyz 0 1
C 3.897 2.781 6.365
C 5.232 2.317 5.795
C 5.888 3.551 5.360
O 5.456 4.532 6.305
C 4.429 3.993 7.089
H 3.461 2.015 7.006
H 3.257 3.040 5.521
H 5.083 1.566 5.019
H 5.786 1.809 6.585
H 5.678 3.757 4.310
H 6.952 3.400 5.539
H 3.619 4.709 7.233
H 4.869 3.732 8.052
C 5.122 3.686 -7.268
C 3.594 3.686 -7.279
C 3.215 3.277 -8.694
O 4.254 3.917 -9.433
C 5.397 4.277 -8.660
H 5.501 2.666 -7.200
H 5.493 4.253 -6.415
H 3.298 4.705 -7.029
H 3.258 2.987 -6.512
H 2.192 3.551 -8.953
H 3.378 2.208 -8.824
H 5.379 5.363 -8.568
H 6.291 3.973 -9.205
C -2.244 -6.262 -3.914
C -1.704 -6.077 -5.290
C -2.274 -4.738 -5.694
O -2.322 -3.999 -4.467
C -2.047 -4.907 -3.374
H -1.738 -7.019 -3.314
H -3.274 -6.614 -3.859
H -2.105 -6.758 -6.041
H -0.614 -6.091 -5.304
H -3.285 -4.975 -6.025
H -1.712 -4.237 -6.482
H -2.698 -4.688 -2.527
H -1.041 -4.724 -2.997
C 3.936 9.260 0.381
C 2.954 8.895 -0.669
C 3.158 7.396 -0.867
O 3.605 6.988 0.459
C 3.780 8.137 1.295
H 3.704 10.177 0.922
H 4.973 9.362 0.060
H 3.057 9.448 -1.602
H 1.937 9.038 -0.304
H 3.904 7.184 -1.632
H 2.197 6.912 -1.042
H 4.679 7.997 1.896
H 2.844 8.250 1.842
C 0.278 0.883 -0.598
C -1.039 0.401 -0.062
C -0.618 -0.216 1.269
O 0.575 0.472 1.619
C 1.106 1.350 0.605
H 0.242 1.619 -1.401
H 0.807 0.035 -1.033
H -1.420 -0.389 -0.709
H -1.755 1.191 0.168
H -0.396 -1.270 1.104
H -1.329 -0.049 2.079
H 2.173 1.153 0.493
H 0.880 2.368 0.925
C 8.758 1.692 -0.230
C 9.729 0.591 -0.476
C 9.910 0.616 -1.976
O 8.734 1.175 -2.528
C 8.194 2.138 -1.558
H 9.298 2.522 0.225
H 7.959 1.524 0.492
H 9.314 -0.324 -0.055
H 10.686 0.729 0.026
H 10.264 -0.314 -2.421
H 10.676 1.349 -2.231
H 7.104 2.121 -1.570
H 8.487 3.164 -1.780
C 5.006 -3.076 -2.844
C 4.094 -4.021 -3.531
C 4.055 -5.210 -2.538
O 4.059 -4.629 -1.243
C 4.876 -3.452 -1.394
H 4.846 -2.015 -3.038
H 6.038 -3.287 -3.125
H 4.513 -4.357 -4.479
H 3.124 -3.541 -3.664
H 4.893 -5.885 -2.716
H 3.108 -5.743 -2.619
H 5.831 -3.662 -0.913
H 4.470 -2.651 -0.777
C 2.026 -3.635 6.762
C 3.066 -3.525 5.622
C 3.109 -4.911 5.045
O 2.888 -5.763 6.210
C 1.924 -5.077 7.092
H 1.080 -3.232 6.399
H 2.327 -3.145 7.688
H 4.018 -3.324 6.111
H 2.808 -2.731 4.921
H 4.050 -5.120 4.537
H 2.336 -5.060 4.291
H 2.042 -5.484 8.097
H 0.983 -5.453 6.688
C -4.364 0.659 -7.503
C -5.266 0.923 -6.277
C -4.982 2.226 -5.480
O -6.221 2.850 -5.301
C -7.155 2.202 -6.009
O -8.308 2.551 -6.203
O -6.606 1.207 -6.651
H -3.336 0.552 -7.157
H -4.278 1.459 -8.239
H -4.593 -0.274 -8.017
H -5.288 0.144 -5.515
H -4.393 2.926 -6.072
H -4.437 1.949 -4.578
C -1.681 5.755 3.131
C -2.748 6.420 2.229
C -2.579 7.896 1.991
O -2.682 8.029 0.569
C -2.608 6.787 0.012
O -2.506 6.538 -1.178
O -2.588 5.857 0.992
H -0.706 6.060 2.752
H -1.825 4.685 3.284
H -1.794 6.196 4.122
H -3.779 6.250 2.538
H -1.586 8.223 2.302
H -3.468 8.352 2.425
C -7.525 -3.221 -1.121
C -8.231 -4.346 -0.359
C -9.012 -4.068 0.900
O -10.290 -4.587 0.584
C -10.301 -5.142 -0.706
O -11.314 -5.648 -1.176
O -9.109 -4.943 -1.259
H -7.137 -3.581 -2.074
H -6.754 -2.825 -0.460
H -8.236 -2.406 -1.259
H -7.462 -5.082 -0.122
H -9.065 -2.993 1.077
H -8.585 -4.480 1.815
C -8.112 0.125 6.529
C -7.443 1.291 5.770
C -5.954 1.179 5.533
O -5.841 1.460 4.154
C -7.071 1.276 3.555
O -7.220 1.310 2.344
O -7.965 1.137 4.462
H -7.909 -0.850 6.085
H -9.173 0.261 6.737
H -7.761 0.047 7.559
H -7.708 2.262 6.188
H -5.619 0.156 5.705
H -5.410 1.895 6.150
C -3.660 -9.790 2.063
C -3.557 -8.700 3.099
C -2.172 -8.159 3.309
O -2.380 -6.774 3.533
C -3.600 -6.478 3.063
O -3.998 -5.340 2.934
O -4.292 -7.572 2.737
H -3.043 -10.648 2.333
H -3.400 -9.350 1.101
H -4.670 -10.181 1.943
H -3.922 -9.042 4.068
H -1.562 -8.201 2.407
H -1.592 -8.662 4.082
*
```